No. 1
116
Properties=species:S:1:pos:R:3:lowdin_charge:R:1 method="wB97M-V/def2-TZVPD" lumo_ev=4.40 charge=-2 e_tot_ev=-53826.533 gap_ev=7.326
O -14.66 -18.15 1.97 -0.1227
C -14.46 -17.04 2.71 -0.3282
C -14.01 -15.95 1.80 -0.2882
O -12.66 -16.14 1.53 -0.1429
H -13.67 -17.13 3.49 0.1031
H -15.31 -16.72 3.36 0.1147
H -14.05 -14.91 2.24 0.1051
H -14.79 -15.86 0.97 0.1088
C -15.39 -13.67 5.05 -0.0607
C -14.04 -13.39 5.66 -0.5362
C -13.05 -14.52 5.37 -0.0364
O -13.66 -12.13 5.28 -0.0425
H -15.90 -14.48 5.54 0.0763
H -15.22 -13.84 4.00 0.0701
H -15.97 -12.77 5.11 0.0672
H -14.09 -13.30 6.77 0.1423
H -12.12 -14.40 5.91 0.0791
H -12.65 -14.54 4.35 0.0659
H -13.61 -15.41 5.52 0.0626
H -13.49 -12.15 4.34 0.0840
C -16.55 -18.99 -2.33 -0.0825
C -16.41 -18.69 -0.86 -0.5172
C -16.07 -19.96 -0.04 -0.0285
O -15.49 -17.64 -0.70 -0.0623
H -16.86 -18.12 -2.94 0.0701
H -17.34 -19.78 -2.46 0.0784
H -15.53 -19.34 -2.67 0.0936
H -17.34 -18.17 -0.56 0.1145
H -14.98 -20.10 -0.17 0.0932
H -16.65 -20.88 -0.42 0.1003
H -16.24 -19.87 0.97 0.0179
H -14.99 -17.80 0.08 0.0207
C -12.51 -16.34 -2.39 -0.0607
C -11.15 -16.91 -2.54 -0.5202
C -10.16 -15.99 -1.88 -0.0643
O -11.15 -18.19 -1.93 -0.0526
H -13.26 -16.90 -2.94 0.0712
H -12.70 -15.26 -2.57 0.0852
H -12.81 -16.56 -1.35 0.0839
H -10.87 -17.06 -3.58 0.1273
H -9.88 -15.13 -2.53 0.0854
H -9.19 -16.47 -1.68 0.0823
H -10.49 -15.55 -0.94 0.0488
H -11.35 -18.04 -1.00 0.0534
C -13.96 -21.62 4.19 -0.0717
C -15.13 -21.28 3.23 -0.5567
C -16.20 -22.42 3.41 -0.0725
O -15.68 -20.03 3.33 -0.2560
H -13.48 -22.54 3.83 0.0610
H -14.24 -21.84 5.25 0.0710
H -13.08 -20.99 4.28 0.0209
H -14.69 -21.39 2.25 0.1042
H -16.51 -22.52 4.42 0.0408
H -15.89 -23.47 3.05 0.0855
H -17.08 -22.01 2.87 0.0707
H -15.14 -18.94 2.52 0.0631
C -9.63 -14.23 1.17 -0.0745
C -10.63 -13.71 2.26 -0.6029
C -10.17 -12.29 2.59 -0.0928
O -11.90 -13.81 1.73 -0.2668
H -8.60 -13.94 1.24 0.0478
H -10.01 -13.70 0.31 0.0521
H -9.73 -15.31 0.97 0.0590
H -10.53 -14.39 3.17 0.1300
H -10.13 -11.75 1.64 0.0658
H -9.13 -12.29 2.98 0.0669
H -10.88 -11.85 3.30 0.0598
H -12.20 -15.20 1.65 0.0237
C -18.73 -15.50 3.19 -0.0558
C -18.96 -15.49 1.68 -0.4564
C -17.64 -15.83 1.02 -0.0693
O -20.07 -16.36 1.24 -0.0644
H -19.57 -15.12 3.79 0.0815
H -17.89 -14.86 3.46 0.0679
H -18.57 -16.52 3.46 0.0659
H -19.21 -14.50 1.35 0.1183
H -17.63 -15.78 -0.10 0.0992
H -17.30 -16.84 1.22 0.0735
H -16.87 -15.16 1.45 0.0799
H -20.00 -17.10 1.86 0.0693
C -13.06 -11.09 0.15 -0.0636
C -13.03 -12.03 -1.04 -0.4691
C -14.30 -12.85 -1.02 -0.0638
O -12.85 -11.33 -2.33 -0.0657
H -12.45 -10.20 -0.04 0.0731
H -12.63 -11.69 0.98 0.0642
H -14.15 -10.88 0.22 0.0814
H -12.18 -12.70 -0.99 0.1207
H -14.31 -13.61 -1.86 0.0893
H -15.19 -12.29 -1.02 0.0482
H -14.22 -13.46 -0.08 0.0952
H -13.26 -10.51 -2.20 0.0223
C -18.89 -19.00 6.45 -0.0955
C -17.64 -19.05 5.74 -0.6341
C -16.50 -19.37 6.66 -0.0649
O -17.81 -19.92 4.69 -0.0666
H -19.68 -18.51 5.95 0.0648
H -18.69 -18.48 7.40 0.0799
H -19.13 -20.04 6.72 0.0910
H -17.49 -18.07 5.36 0.1158
H -16.44 -18.68 7.59 0.0973
H -15.55 -19.34 6.10 0.0712
H -16.63 -20.39 7.13 0.0909
H -16.97 -20.00 4.13 0.0174
C -11.23 -19.16 3.35 -0.0658
C -10.76 -19.18 1.94 -0.5542
C -11.43 -20.19 1.02 -0.0580
O -10.76 -17.90 1.39 -0.0741
H -10.55 -18.49 3.88 0.0759
H -11.34 -20.11 3.98 0.0867
H -12.26 -18.75 3.38 0.0720
H -9.73 -19.50 2.04 0.1178
H -11.29 -21.28 1.28 0.0823
H -11.17 -20.19 -0.07 0.0721
H -12.53 -20.00 1.08 0.0788
H -11.65 -17.40 1.44 0.0696



No. 2
161
Properties=species:S:1:pos:R:3:lowdin_charge:R:1 method="wB97M-V/def2-TZVPD" lumo_ev=0.32 e_tot_ev=-359003.749 gap_ev=10.794
C 1.60 -7.15 -5.71 -0.1350
O 0.88 -6.19 -4.99 -0.2234
P 0.90 -6.20 -3.43 0.4138
O -0.10 -7.11 -2.80 -0.2453
O 2.46 -6.52 -3.02 -0.2588
C 2.93 -7.84 -2.88 -0.1255
O 0.72 -4.63 -3.11 -0.2717
C -0.41 -3.87 -3.54 -0.0977
H 2.68 -7.11 -5.60 0.0842
H 1.34 -7.02 -6.76 0.0991
H 1.41 -8.20 -5.49 0.0896
H 3.08 -8.06 -1.83 0.0879
H 3.91 -7.90 -3.35 0.0946
H 2.36 -8.61 -3.40 0.0851
H -1.19 -4.46 -4.02 0.0963
H -0.16 -3.19 -4.36 0.0650
H -0.82 -3.31 -2.70 0.0949
C -5.33 3.02 -6.34 -0.0843
O -5.79 3.54 -5.06 -0.2385
P -5.59 2.70 -3.62 0.5462
O -5.97 1.24 -3.67 -0.2765
O -6.32 3.58 -2.43 -0.2321
C -7.68 3.27 -2.04 -0.0948
O -4.01 2.93 -3.35 -0.2424
C -3.24 2.04 -2.54 -0.1083
H -4.32 2.63 -6.27 0.0608
H -5.30 3.78 -7.12 0.0830
H -5.98 2.28 -6.82 0.0894
H -7.67 3.09 -0.97 0.0872
H -8.06 2.32 -2.44 0.0794
H -8.29 4.12 -2.32 0.0888
H -3.25 1.03 -2.95 0.0769
H -3.76 1.91 -1.59 0.0907
H -2.22 2.42 -2.40 0.0440
C 1.48 7.35 6.14 -0.0799
O 1.83 5.99 6.44 -0.2336
P 3.08 5.24 5.79 0.4427
O 4.05 6.21 5.29 -0.2394
O 2.51 4.26 4.63 -0.2203
C 1.61 3.25 4.94 -0.1493
O 3.70 4.30 6.98 -0.2122
C 4.08 4.84 8.25 -0.1148
H 0.98 7.29 5.18 0.0664
H 2.37 7.97 6.04 0.0872
H 0.78 7.67 6.91 0.0913
H 1.82 2.50 4.18 0.0829
H 0.54 3.47 4.87 0.0757
H 1.76 2.93 5.97 0.0787
H 3.29 5.11 8.95 0.0851
H 4.72 5.72 8.19 0.0885
H 4.65 4.13 8.84 0.0842
C 4.77 -6.20 3.83 -0.1067
O 5.09 -4.97 3.20 -0.2213
P 4.80 -4.83 1.60 0.4851
O 5.65 -5.65 0.69 -0.2444
O 4.93 -3.23 1.37 -0.2360
C 4.62 -2.66 0.11 -0.0976
O 3.18 -5.08 1.51 -0.2496
C 2.63 -5.88 0.47 -0.1022
H 5.65 -6.83 4.01 0.0908
H 3.93 -6.74 3.39 0.0878
H 4.54 -6.01 4.88 0.0851
H 4.05 -3.28 -0.57 0.0797
H 5.53 -2.36 -0.41 0.0998
H 3.97 -1.80 0.31 0.0805
H 2.41 -6.83 0.96 0.0936
H 3.20 -5.91 -0.46 0.0723
H 1.66 -5.44 0.21 0.0886
C -1.98 2.09 -8.33 -0.0765
O -1.48 0.75 -8.07 -0.2119
P -1.66 -0.07 -6.68 0.5039
O -0.77 -1.26 -6.46 -0.2665
O -1.59 1.08 -5.52 -0.2387
C -0.46 1.23 -4.76 -0.1443
O -3.26 -0.39 -6.68 -0.2344
C -3.97 -0.82 -5.52 -0.0915
H -1.16 2.73 -8.68 0.0842
H -2.34 2.61 -7.44 0.0683
H -2.67 2.18 -9.17 0.0898
H 0.29 1.71 -5.40 0.1010
H -0.18 0.25 -4.37 0.0531
H -0.68 1.89 -3.92 0.0620
H -3.29 -1.08 -4.71 0.0815
H -4.53 -1.70 -5.84 0.0936
H -4.64 -0.08 -5.08 0.0554
C 1.66 -1.25 -1.73 -0.0980
O 1.65 0.20 -1.89 -0.2142
P 0.46 1.02 -1.17 0.4698
O -0.89 0.41 -1.28 -0.2343
O 0.92 1.26 0.36 -0.2278
C -0.01 1.75 1.26 -0.1288
O 0.52 2.52 -1.88 -0.2712
C 1.82 3.19 -1.88 -0.1282
H 1.22 -1.69 -0.83 0.0920
H 2.71 -1.57 -1.73 0.0715
H 1.27 -1.82 -2.57 0.0376
H -0.23 0.97 1.99 0.0319
H -0.94 2.05 0.77 0.0938
H 0.45 2.63 1.71 0.0743
H 2.24 3.09 -2.88 0.0723
H 2.43 2.78 -1.08 0.0652
H 1.83 4.26 -1.69 0.0207
C 4.03 -1.79 4.35 -0.1451
O 3.24 -0.73 4.68 -0.2176
P 1.75 -0.92 5.33 0.5190
O 1.04 0.37 5.60 -0.2589
O 0.99 -1.86 4.23 -0.2095
C 0.93 -1.48 2.86 -0.0983
O 1.94 -1.84 6.65 -0.2232
C 2.68 -1.38 7.74 -0.1134
H 3.94 -2.74 4.87 0.0937
H 5.08 -1.51 4.43 0.1048
H 3.77 -2.01 3.31 0.0694
H 0.78 -2.38 2.27 0.1001
H 1.82 -0.93 2.54 0.0861
H 0.10 -0.81 2.64 0.0419
H 3.58 -1.93 8.01 0.0917
H 1.95 -1.37 8.54 0.0981
H 3.07 -0.38 7.53 0.0861
C -5.37 -4.90 4.08 -0.1172
O -5.14 -3.52 4.28 -0.2179
P -5.26 -2.45 3.07 0.4364
O -6.31 -2.68 2.09 -0.2315
O -5.38 -1.02 3.89 -0.2697
C -6.57 -0.83 4.62 -0.1785
O -3.76 -2.43 2.49 -0.2218
C -3.20 -1.41 1.60 -0.0612
H -5.95 -5.18 3.20 0.0827
H -6.06 -5.24 4.85 0.0916
H -4.40 -5.38 3.96 0.0939
H -7.52 -1.22 4.24 0.0905
H -6.77 0.24 4.53 0.0839
H -6.53 -1.01 5.69 0.0718
H -3.09 -1.76 0.57 0.0914
H -2.31 -0.97 2.05 0.0453
H -3.88 -0.56 1.50 0.0831
C 2.19 7.09 -5.32 -1.5187
Cl 0.53 7.68 -5.30 0.5131
Cl 2.59 6.72 -7.05 0.4832
Cl 2.30 5.61 -4.41 0.5377
H 2.85 7.86 -4.93 0.0273
C -0.75 6.12 -1.05 -1.5237
Cl -2.06 7.16 -0.50 0.5435
Cl 0.73 7.05 -1.28 0.4906
Cl -1.14 5.30 -2.56 0.5664
H -0.43 5.44 -0.25 0.0032
C 2.83 6.41 1.70 -1.5043
Cl 1.44 7.46 2.04 0.5265
Cl 3.85 7.34 0.54 0.4935
Cl 2.50 4.82 1.08 0.5962
H 3.42 6.22 2.59 -0.0032
C -2.28 0.78 5.98 -1.4332
Cl -1.84 2.37 6.78 0.4736
Cl -1.96 1.04 4.25 0.5481
Cl -3.98 0.39 6.24 0.5970
H -1.61 0.03 6.39 0.0152
C 2.31 -2.61 -6.00 -1.4115
Cl 3.07 -3.85 -4.93 0.5730
Cl 3.36 -2.39 -7.44 0.5062
Cl 2.18 -1.05 -5.10 0.5722
H 1.36 -2.98 -6.39 0.0130